a) Computed, not measured: 2 unconnected molecules or ions with the total composition C2H8NS, with ωB97M-V with the def2-TZVPD basis set.

Charge: -1
Kohn-Sham gap, eV: 6.512
HOMO, eV: -2.2
LUMO energy, hartree: 0.157

XYZ file:
```
12
Properties=species:S:1:pos:R:3:lowdin_charge:R:1
N 3.7010 0.3507 1.4595 0.00
H 3.8930 1.1993 1.9209 -0.04
H 3.6094 0.5630 0.4439 0.02
H 2.7875 0.1262 1.7440 -0.07
C -2.6134 0.0618 -0.8258 -0.20
C -1.1574 -0.6983 -0.7474 -0.76
S -0.1196 0.1523 0.5629 0.01
H -2.3961 0.9743 -1.3636 0.03
H -2.7039 0.2389 0.2261 -0.01
H -3.3920 -0.5013 -1.3463 0.03
H -0.5445 -0.7547 -1.6504 0.00
H -1.0640 -1.7122 -0.4238 -0.03
```

b) Computed, not measured: 2 unconnected molecules or ions with the total composition C2H8NS, with ωB97M-V with the def2-TZVPD basis set.

Charge: -1
Kohn-Sham gap, eV: 6.636
HOMO, eV: -2.6
LUMO energy, hartree: 0.150

XYZ file:
```
12
Properties=species:S:1:pos:R:3:lowdin_charge:R:1
S -2.2558 -2.0465 -1.2041 -0.35
H -2.1037 -1.0248 -0.3737 -0.54
C 1.2205 -0.1947 -0.5135 -0.13
C 0.4528 0.3454 0.6879 -0.40
N -0.5844 1.3136 0.4068 -0.02
H 1.7191 -1.1435 -0.3256 0.06
H 2.0027 0.5646 -0.7096 0.06
H 0.6753 -0.3312 -1.4418 0.05
H 1.1033 0.7414 1.4788 0.09
H 0.0707 -0.5942 1.1508 0.09
H -1.1788 1.3318 1.2332 0.06
H -1.1217 1.0379 -0.3893 0.03
```

c) Computed, not measured: 2 unconnected molecules or ions with the total composition C2H8NS, with ωB97M-V with the def2-TZVPD basis set.

Charge: -1
Kohn-Sham gap, eV: 6.570
HOMO, eV: -2.7
LUMO energy, hartree: 0.141

XYZ file:
```
12
Properties=species:S:1:pos:R:3:lowdin_charge:R:1
S 2.8631 -1.5956 -1.2312 -0.34
H 1.6612 -1.9332 -1.7997 -0.46
C -1.5463 0.1834 0.4463 -0.18
C -0.2289 0.7190 -0.1621 -0.36
N 0.8636 0.4936 0.9365 -0.07
H -1.5816 -0.9037 0.5335 0.05
H -2.4381 0.5786 -0.2686 0.09
H -1.8047 0.7831 1.4076 0.08
H -0.1393 1.8552 -0.5552 0.12
H 0.0734 0.0741 -1.0834 0.08
H 1.7709 0.1601 0.5389 -0.04
H 0.5065 -0.4145 1.2373 0.01
```

Which of them is the least stable? Correct choice: c).

a) Computed, not measured: C3H2OS in the gas phase, with ωB97M-V with the def2-TZVPD basis set.

SMILES string: C#CC(O)=S
Kohn-Sham gap, eV: 8.607
HOMO, eV: -9.4
LUMO energy, hartree: -0.030

XYZ file:
```
7
Properties=species:S:1:pos:R:3:lowdin_charge:R:1
C -0.3349 0.5218 0.8215 -0.85
C 0.5664 0.1786 -0.2441 -0.13
C 1.1617 -0.2991 -1.1867 0.16
H -1.4673 -0.7963 -0.2405 0.09
H 1.8059 -0.7461 -1.8829 0.03
O -1.4249 -0.3776 0.6194 -0.05
S -0.3070 1.5188 2.1132 0.75
```

b) Computed, not measured: 2 unconnected molecules or ions with the total composition C3H2OS, with ωB97M-V with the def2-TZVPD basis set.

Kohn-Sham gap (spin up / spin down), eV: 7.497 / 6.039
HOMO (spin up / spin down), eV: -8.8 / -8.4
LUMO energy (spin up / spin down), hartree: -0.046 / -0.086

XYZ file:
```
7
Properties=species:S:1:pos:R:3:lowdin_charge:R:1
C -0.1158 -0.6425 0.0173 0.05
C -0.6126 0.5713 0.0231 -0.01
C -1.5619 -0.4839 -0.0429 -0.82
O -2.9381 1.8646 -0.0078 -0.18
S -3.0481 -1.0789 0.0025 0.73
H 0.5242 -1.4679 -0.3461 0.13
H -0.6892 1.6438 0.0888 0.10
```

Which of them is the least stable? Correct choice: b).

a) Computed, not measured: 5 unconnected molecules or ions with the total composition C2H13NO5, with ωB97M-V with the def2-TZVPD basis set.

SMILES string: CNC=O.O.O.O.O
Kohn-Sham gap, eV: 10.780
HOMO, eV: -10.4
LUMO energy, hartree: 0.014

XYZ file:
```
21
Properties=species:S:1:pos:R:3:lowdin_charge:R:1
C -0.7726 -0.1107 -1.0020 -0.30
N -1.6539 0.3465 -1.9175 -0.03
C -2.2267 1.6497 -1.5482 -0.07
O -0.6612 0.4789 0.1322 -0.12
H 0.0032 -0.9216 -1.0167 0.14
H -1.9029 -0.0898 -2.8368 0.17
H -2.2065 2.1976 -2.4651 0.07
H -1.7404 1.9545 -0.5244 0.11
H -3.2978 1.4153 -1.2776 0.09
H 0.3205 2.2930 1.4621 0.02
H 0.6588 2.3435 2.8541 0.00
O 1.0913 2.4159 2.0388 -0.04
H 2.7977 -1.4069 2.4353 0.00
H 3.2920 -0.3746 1.4544 0.09
O 3.4608 -1.3162 1.7955 -0.06
H -2.6027 -1.7685 0.3914 0.05
H -1.4869 -1.2924 1.2678 0.05
O -1.8744 -2.1802 0.9400 -0.12
H 3.3508 -2.4507 -0.3921 0.02
H 2.3522 -1.3749 -0.7519 -0.04
O 3.0987 -1.8085 -1.0396 -0.02
```

b) Computed, not measured: 5 unconnected molecules or ions with the total composition C2H13NO5, with ωB97M-V with the def2-TZVPD basis set.

SMILES string: NCC=O.O.O.O.O
Kohn-Sham gap, eV: 10.384
HOMO, eV: -9.7
LUMO energy, hartree: 0.024

XYZ file:
```
21
Properties=species:S:1:pos:R:3:lowdin_charge:R:1
O -2.1285 1.2764 -1.0990 0.04
C -0.9423 1.4898 -1.0826 -0.26
C -0.1614 1.9931 0.1029 -0.21
N 1.2363 1.5120 0.0184 0.00
H -0.3519 1.1441 -1.9497 0.11
H -0.6451 1.7228 1.0403 0.11
H -0.1622 3.0860 0.0989 0.12
H 1.3153 0.7371 0.6764 0.05
H 1.8280 2.2369 0.3792 0.07
H -0.7634 -3.7359 -1.0838 0.06
H -0.0092 -2.4156 -1.2108 0.04
O -0.6309 -2.8985 -0.6270 -0.06
H -0.0695 -0.5660 2.0713 0.00
H 0.4951 0.2241 3.3457 0.04
O 0.6784 -0.0610 2.4522 -0.08
H 1.4410 -0.0123 -1.3143 -0.01
H 2.1275 -0.8094 -2.4678 0.04
O 1.3699 -0.8003 -1.8805 -0.07
H -1.2108 -2.0787 0.9470 0.04
H -1.8908 -0.8637 0.3736 0.04
O -1.5255 -1.1811 1.2096 -0.07
```

Which of them is the least stable? Correct choice: a).